Entry 1:
2 unconnected molecules or ions with the total composition C5H9NO at a distorted geometry. Source: OMol25; level of theory: wB97M-V/def2-TZVPD.

Last column: natural (NBO) charge in e.
Element x y z (Å)
C (-0.37405, -0.51970, -1.13674)  -0.644
C (0.42577, 0.63385, -0.54675)  -0.338
C (1.06275, -0.04691, 0.66737)  -0.476
C (-0.10823, -0.74016, 1.31457)  -0.032
O (-2.15224, -0.32409, 0.81154)  -0.905
C (1.35344, 1.40738, -1.39646)  0.283
N (2.03714, 2.09005, -2.03437)  -0.326
H (-1.64726, -0.51539, -0.08871)  0.476
H (0.24369, -1.41129, -1.28043)  0.191
H (-0.89993, -0.29124, -2.07021)  0.211
H (-0.26837, 1.38716, -0.15110)  0.222
H (1.78406, -0.79476, 0.31907)  0.231
H (1.56629, 0.64107, 1.35407)  0.227
H (-0.47856, -0.30637, 2.23648)  0.198
H (-0.20169, -1.81859, 1.26964)  0.208
H (-2.35410, 0.62671, 0.81431)  0.472

## Properties
Energy: -325.72203 Ha
2S+1: 1
Relative energy (zero: lowest compared OMol25 entry of this formula, charge and spin): 135.24 kcal/mol
E_HOMO (spin up / spin down): -8.06 / -8.63 eV

***

Entry 2:
2 unconnected molecules or ions with the total composition C16H20O5S2 at a distorted geometry. Source: OMol25; level of theory: wB97M-V/def2-TZVPD.

Last column: natural (NBO) charge in e.
Element x y z (Å)
C (-0.96050, -0.56188, 2.81590)  -0.261
O (-1.17754, 0.27186, 1.69724)  -0.521
C (-1.76636, -0.31898, 0.59278)  -0.070
C (-2.68423, 0.52035, -0.15792)  0.688
O (-3.22684, 0.14296, -1.18647)  -0.652
O (-2.93026, 1.76126, 0.37147)  -0.521
C (-3.97770, 2.37417, -0.30844)  -0.262
C (-1.47735, -1.68663, 0.19814)  0.671
O (-2.10006, -2.24630, -0.69338)  -0.636
O (-0.46818, -2.32483, 0.86488)  -0.550
C (-0.30584, -3.60701, 0.36225)  -0.256
H (-0.22457, -0.08238, 3.46000)  0.170
H (-1.89923, -0.67744, 3.36074)  0.164
H (-0.57625, -1.53289, 2.51278)  0.210
H (-3.96940, 3.44061, -0.07592)  0.175
H (-3.84926, 2.21788, -1.38265)  0.196
H (-4.91551, 1.91760, 0.01928)  0.181
H (0.60483, -4.03614, 0.78415)  0.172
H (-1.18353, -4.19934, 0.63126)  0.191
H (-0.22499, -3.53854, -0.72450)  0.195
C (3.47987, -1.04652, 2.54297)  -0.144
C (3.22518, -1.82176, 1.42204)  -0.223
C (2.58022, -1.28215, 0.33920)  -0.132
C (2.15415, 0.07160, 0.33676)  -0.109
C (1.47643, 0.62760, -0.76141)  -0.237
S (1.04947, 2.32555, -0.63091)  0.439
C (0.04344, 2.66175, -2.06115)  -0.557
C (0.56872, 1.96166, -3.30401)  -0.419
C (0.21173, 0.48222, -3.29208)  -0.557
S (1.16685, -0.45290, -2.11058)  0.437
C (2.44696, 0.83885, 1.49433)  -0.140
C (3.09337, 0.28467, 2.56883)  -0.224
H (3.98726, -1.47623, 3.39008)  0.220
H (3.54377, -2.85079, 1.39958)  0.224
H (2.39443, -1.88480, -0.53075)  0.222
H (-0.97728, 2.34102, -1.83973)  0.252
H (0.00625, 3.74651, -2.19817)  0.251
H (0.21749, 2.45452, -4.22369)  0.236
H (1.66273, 2.05318, -3.31109)  0.215
H (-0.84541, 0.34265, -3.05072)  0.264
H (0.36643, 0.03082, -4.27677)  0.251
H (2.15327, 1.87194, 1.51939)  0.222
H (3.30744, 0.88626, 3.43629)  0.225

## Properties
Energy: -1794.12621 Ha
2S+1: 1
E_HOMO: -5.82 eV

***

Entry 3:
A single C3H3ClF2 molecule at a distorted geometry. Source: OMol25; level of theory: wB97M-V/def2-TZVPD.

Last column: natural (NBO) charge in e.
Element x y z (Å)
F (-1.13830, -0.79944, -1.46036)  -0.359
C (0.13966, -0.36774, -1.28468)  0.029
C (0.68901, -1.40490, -0.27182)  -0.349
C (1.72305, -1.38844, 0.59818)  0.374
F (2.10835, -2.39579, 1.28626)  -0.283
Cl (2.72602, 0.02626, 0.79361)  -0.016
H (0.60205, -0.58103, -2.28554)  0.176
H (0.28631, 0.75873, -1.02625)  0.189
H (0.13231, -2.33889, -0.53260)  0.238

## Properties
Energy: -775.98194 Ha
2S+1: 1
Structure (SMILES): FC/C=C(/F)Cl
Relative energy (zero: lowest compared OMol25 entry of this formula, charge and spin): 23.34 kcal/mol
E_HOMO: -9.69 eV

***

Entry 4:
A molecular structure, C10H31FNNbO2P at a distorted geometry. Source: OMol25; level of theory: wB97M-V/def2-TZVPD.

Last column: natural (NBO) charge in e.
Element x y z (Å)
C (-0.45007, 3.17766, 3.29948)  -0.681
C (0.01890, 2.65585, 1.94214)  -0.207
F (-0.53269, 1.34880, 1.73511)  -0.419
Nb (2.26871, 2.96340, 1.99908)  0.862
P (3.82023, 1.37688, 3.28392)  0.830
N (2.54372, 0.90281, 4.12578)  -1.312
H (-0.65263, 2.30849, 3.94467)  0.235
H (0.32356, 3.79611, 3.81057)  0.217
H (-1.35933, 3.79961, 3.23325)  0.196
H (-0.41492, 3.25204, 1.11929)  0.163
H (2.88906, 3.96155, 3.48163)  -0.373
H (3.80770, 3.29386, 1.10162)  -0.174
H (2.37818, 1.67486, 0.68456)  -0.303
H (2.17553, 4.46838, 1.04944)  -0.231
H (4.53807, 0.34823, 2.62963)  -0.086
H (4.92054, 1.90992, 3.99566)  -0.078
H (2.59346, 1.13263, 5.11483)  0.363
C (-0.80516, 0.18421, -0.92780)  -0.654
C (-1.45156, 1.54063, -1.13560)  -0.063
O (-0.53237, 2.54233, -1.54522)  -0.534
C (0.15702, 2.31279, -2.75279)  -0.060
C (-0.74955, 2.23216, -3.97226)  -0.642
H (0.01193, 0.28794, -0.21663)  0.251
H (-1.53530, -0.52277, -0.53055)  0.210
H (-0.41695, -0.24019, -1.85725)  0.189
H (-1.84455, 1.90446, -0.18687)  0.202
H (-2.29596, 1.46914, -1.83577)  0.140
H (0.77706, 1.41106, -2.68647)  0.164
H (0.84010, 3.15890, -2.84414)  0.186
H (-1.42179, 1.37418, -3.92020)  0.201
H (-0.14434, 2.12773, -4.87601)  0.202
H (-1.35423, 3.13712, -4.06060)  0.203
C (0.53469, -4.18644, -0.21268)  -0.644
C (-0.77463, -3.43360, -0.06086)  -0.070
O (-1.45280, -3.19737, -1.28834)  -0.532
C (-1.83455, -4.34157, -2.02306)  -0.060
C (-2.79175, -5.26641, -1.28728)  -0.644
H (1.19830, -3.65952, -0.89999)  0.217
H (1.02711, -4.25131, 0.75908)  0.220
H (0.38967, -5.20361, -0.58236)  0.192
H (-0.58435, -2.43894, 0.34122)  0.210
H (-1.43076, -3.94920, 0.65012)  0.153
H (-0.95482, -4.90639, -2.35702)  0.154
H (-2.31722, -3.94399, -2.91764)  0.183
H (-2.33185, -5.71058, -0.40362)  0.203
H (-3.09644, -6.08055, -1.94849)  0.207
H (-3.68296, -4.72125, -0.97159)  0.211

## Properties
Energy: -1102.80280 Ha
2S+1: 1
E_HOMO: -4.28 eV
Total charge: -1

***

Entry 5:
A gas-phase ion, C5H4N (charge +1) at a distorted geometry. Source: OMol25; level of theory: wB97M-V/def2-TZVPD.

Last column: natural (NBO) charge in e.
Element x y z (Å)
C (0.80068, 0.96131, 0.79138)  -0.407
N (-0.03581, -0.15842, 0.05272)  -0.333
C (-1.13199, -0.03004, -0.82784)  -0.004
C (-1.21697, -1.37553, -1.17161)  0.256
C (-0.62439, -2.28675, -0.42565)  0.049
C (0.30249, -1.46093, -0.03844)  0.404
H (1.55720, 0.33016, 1.23745)  0.241
H (1.52162, 1.54997, 0.13307)  0.262
H (0.16519, 1.56388, 1.45493)  0.261
H (-1.33802, 0.90634, -1.20600)  0.271

## Properties
Energy: -247.06892 Ha
2S+1: 1
Structure (SMILES): C[N+]1=CC2=C=C21
Relative energy (zero: lowest compared OMol25 entry of this formula, charge and spin): 121.12 kcal/mol
E_HOMO (spin up / spin down): -15.63 / -15.63 eV
Total charge: +1

***

Entry 6:
6 unconnected molecules or ions with the total composition C41H78F5N2 at a distorted geometry. Source: OMol25; level of theory: wB97M-V/def2-TZVPD.

Last column: Mulliken charge in e.
Element x y z (Å)
F (2.10004, 1.61847, -1.21591)  -0.234
C (2.94009, 2.65191, -1.03605)  1.101
F (3.13042, 2.79441, 0.29011)  -0.243
F (4.09846, 2.43679, -1.64988)  -0.049
C (2.29216, 3.93395, -1.54603)  0.032
C (2.75673, 4.67688, -2.60954)  -0.602
C (2.10323, 5.82367, -3.00609)  -0.758
C (0.94977, 6.24530, -2.37057)  -0.912
C (0.49431, 5.47950, -1.31444)  -0.142
C (-0.78868, 5.80546, -0.53788)  0.765
F (-0.47368, 5.75949, 0.76324)  -0.220
F (-1.29603, 7.00066, -0.85854)  -0.303
N (-1.79291, 4.75649, -0.84788)  0.245
C (-2.41144, 3.84685, -0.01332)  0.090
C (-3.19282, 3.12716, -0.86292)  -1.115
N (-3.01021, 3.60281, -2.13098)  0.110
C (-2.14254, 4.62049, -2.11749)  -0.178
C (1.14938, 4.34697, -0.89574)  0.077
H (3.64857, 4.37334, -3.15403)  0.373
H (2.50337, 6.38606, -3.84581)  0.420
H (0.39747, 7.13008, -2.67663)  0.570
H (-2.26127, 3.77491, 1.05381)  0.726
H (-3.83605, 2.29493, -0.61367)  0.466
H (-3.42582, 3.26773, -2.98986)  0.248
H (-1.81926, 5.18966, -2.97729)  0.484
H (0.78105, 3.75929, -0.05404)  0.081
C (0.19612, -0.70257, 5.31113)  -0.981
C (-0.45524, 0.67657, 5.34436)  -0.449
C (-1.28416, 0.98196, 4.09727)  -0.850
C (-0.49117, 1.01326, 2.78971)  -0.247
C (0.66845, 2.00784, 2.75715)  0.546
C (0.22240, 3.46053, 2.90953)  -1.225
H (0.89884, -0.79975, 4.48116)  0.090
H (0.75101, -0.88386, 6.23225)  0.396
H (-0.55788, -1.48663, 5.21413)  0.298
H (0.31223, 1.44175, 5.48995)  0.239
H (-1.11151, 0.73177, 6.21654)  0.412
H (-1.79393, 1.94059, 4.24076)  0.282
H (-2.07718, 0.23315, 4.00601)  0.437
H (-1.18365, 1.24479, 1.96917)  0.126
H (-0.10216, 0.01374, 2.57632)  0.115
H (1.18582, 1.90080, 1.79942)  -0.397
H (1.40128, 1.76725, 3.53017)  0.387
H (-0.47569, 3.73601, 2.11616)  -0.084
H (1.08223, 4.13038, 2.84822)  0.400
H (-0.26225, 3.63829, 3.87021)  0.454
C (8.45083, -0.09034, -6.10888)  -1.199
C (8.94901, 0.64822, -4.87064)  -0.376
C (8.23572, 0.22517, -3.58642)  -0.826
C (6.73203, 0.50339, -3.55992)  -0.509
C (6.33981, 1.96408, -3.77541)  -0.187
C (6.87213, 2.89530, -2.68947)  -1.226
H (7.39474, 0.10742, -6.30130)  0.285
H (9.00904, 0.22532, -6.99153)  0.381
H (8.58188, -1.16876, -5.99737)  0.297
H (8.85289, 1.72686, -5.02328)  0.225
H (10.01748, 0.44979, -4.75292)  0.382
H (8.71473, 0.72459, -2.73897)  0.310
H (8.39375, -0.84622, -3.42964)  0.397
H (6.33444, 0.16602, -2.59655)  0.151
H (6.23515, -0.10956, -4.31775)  0.355
H (5.24807, 2.02933, -3.78636)  0.170
H (6.67846, 2.31195, -4.75503)  0.415
H (6.50912, 2.59457, -1.70614)  0.212
H (6.54021, 3.92036, -2.87308)  0.335
H (7.96226, 2.90519, -2.66428)  0.431
C (-9.85984, 4.12943, 2.26479)  -1.213
C (-8.56680, 3.39258, 1.93131)  -0.384
C (-7.34807, 4.31312, 1.86151)  -0.539
C (-7.41081, 5.38908, 0.77552)  -0.681
C (-7.60052, 4.86421, -0.64672)  -0.554
C (-6.45098, 3.97975, -1.11636)  -0.895
H (-10.11444, 4.86748, 1.50239)  0.284
H (-10.69173, 3.42748, 2.33111)  0.379
H (-9.77781, 4.64372, 3.22441)  0.303
H (-8.68763, 2.84616, 0.99140)  0.221
H (-8.38608, 2.63899, 2.70233)  0.374
H (-6.45230, 3.69815, 1.71690)  0.188
H (-7.21910, 4.80459, 2.83037)  0.394
H (-6.48791, 5.97847, 0.81837)  0.345
H (-8.21980, 6.08777, 1.00197)  0.335
H (-7.68018, 5.71926, -1.32284)  0.352
H (-8.54158, 4.31668, -0.73165)  0.303
H (-5.50456, 4.52715, -1.08335)  0.136
H (-6.61855, 3.65453, -2.14657)  0.398
H (-6.35438, 3.08254, -0.50050)  0.243
C (3.61855, -0.97218, 0.10780)  -0.782
C (2.54802, -1.60950, 0.98836)  0.138
C (2.76835, -3.10265, 1.22696)  -1.100
C (2.72533, -3.97043, -0.03158)  -0.759
C (1.43094, -3.87641, -0.83821)  -0.371
C (0.20345, -4.34820, -0.06414)  -0.932
H (3.63618, -1.41032, -0.89174)  0.372
H (3.42778, 0.09247, -0.00330)  -0.173
H (4.60924, -1.09195, 0.55169)  0.361
H (1.56041, -1.43504, 0.54953)  0.196
H (2.54731, -1.10131, 1.95817)  0.209
H (2.01950, -3.45734, 1.94154)  0.358
H (3.73736, -3.24448, 1.71524)  0.414
H (2.88823, -5.01218, 0.26136)  0.421
H (3.56512, -3.71001, -0.68252)  0.314
H (1.53684, -4.49576, -1.73289)  0.382
H (1.27224, -2.85251, -1.18956)  0.217
H (0.31981, -5.38564, 0.25649)  0.109
H (-0.68686, -4.28872, -0.69324)  0.424
H (0.02200, -3.73332, 0.81956)  0.189
C (-2.51739, -7.10827, 0.56526)  -1.198
C (-1.52173, -7.90129, 1.40565)  -0.432
C (-0.85152, -9.03849, 0.63497)  -0.649
C (-1.80177, -10.12464, 0.12807)  -0.746
C (-2.63851, -10.80897, 1.20808)  -0.356
C (-1.79733, -11.55614, 2.23885)  -1.185
H (-3.34334, -7.73189, 0.21972)  0.381
H (-2.94444, -6.29298, 1.15268)  0.361
H (-2.02752, -6.67301, -0.30894)  0.228
H (-2.02065, -8.28702, 2.29855)  0.355
H (-0.74335, -7.21890, 1.76030)  0.337
H (-0.08696, -9.49079, 1.27336)  0.334
H (-0.31469, -8.61783, -0.22194)  0.356
H (-1.21189, -10.88136, -0.39874)  0.379
H (-2.47540, -9.69801, -0.62123)  0.305
H (-3.30911, -11.52337, 0.72316)  0.371
H (-3.27841, -10.08131, 1.71477)  0.233
H (-1.18351, -12.32144, 1.75949)  0.294
H (-2.44073, -12.05011, 2.96875)  0.374
H (-1.13822, -10.88171, 2.78808)  0.282

## Properties
Energy: -2217.66158 Ha
2S+1: 1
Relative energy (zero: lowest compared OMol25 entry of this formula, charge and spin): 0.00 kcal/mol
E_HOMO: -11.98 eV
Total charge: +1

***

- Which value of 2S+1 does entry 3 give?
  1